1.
Computed, not measured: 2 unconnected molecules or ions with the total composition C5H13NO in a non-equilibrium geometry, with ωB97M-V/def2-TZVPD.

Cartesian coordinates (Å):
C: 1.57 0.67 2.19
C: 0.43 1.41 1.54
N: -0.27 2.23 2.37
O: 0.23 1.35 0.34
H: 2.46 0.88 1.60
H: 1.51 -0.42 2.22
H: 1.73 0.96 3.22
H: -0.94 2.89 2.01
H: -0.04 2.26 3.35
C: -0.18 -2.77 -2.71
C: -0.47 -1.28 -2.42
C: -1.18 -1.03 -1.10
H: 0.28 -3.23 -1.83
H: 0.47 -2.91 -3.57
H: -1.10 -3.26 -2.98
H: 0.48 -0.76 -2.38
H: -1.05 -0.91 -3.27
H: -2.11 -1.59 -0.98
H: -0.53 -1.03 -0.23
H: -1.47 0.03 -1.11

Summary:
SMILES: CC(N)=O.CCC
Spin multiplicity: 1
Electronic energy: -8933.793 eV
Lowest unoccupied orbital energy: 0.8 eV


2.
Computed, not measured: 14 unconnected molecules or ions with the total composition H30NO13 in a non-equilibrium geometry, with ωB97M-V/def2-TZVPD.

Cartesian coordinates (Å):
N: 2.28 -8.41 5.99
H: 1.80 -8.40 6.91
H: 2.88 -9.19 5.87
H: 2.84 -7.56 5.91
H: 1.65 -8.53 5.18
O: 3.91 -9.04 2.77
H: 4.35 -9.46 3.51
H: 3.06 -9.42 2.78
O: 3.46 -4.73 5.17
H: 3.81 -4.15 4.44
H: 2.51 -4.83 5.01
O: 5.14 -6.70 3.88
H: 5.06 -6.79 4.83
H: 4.75 -7.50 3.47
O: 4.96 -6.94 6.75
H: 5.78 -7.27 7.06
H: 4.76 -6.22 7.34
O: 3.22 -8.18 9.56
H: 2.34 -8.29 9.22
H: 2.99 -7.89 10.48
O: -0.71 -9.58 5.70
H: -0.80 -8.61 5.86
H: -1.36 -9.72 5.00
O: 0.46 -8.58 2.92
H: 0.35 -9.33 2.28
H: -0.44 -8.19 3.02
O: 0.58 -8.00 8.87
H: -0.16 -8.64 8.96
H: 0.24 -7.12 8.99
O: 1.94 -5.76 7.37
H: 2.66 -5.24 7.12
H: 1.95 -5.71 8.36
O: 5.11 -9.71 5.03
H: 5.06 -10.60 4.79
H: 5.81 -9.60 5.69
O: 1.68 -11.12 3.92
H: 2.12 -11.88 4.35
H: 2.02 -11.26 3.04
O: 3.75 -10.34 7.85
H: 3.76 -11.28 7.80
H: 3.08 -10.09 8.50
O: -0.52 -6.91 6.11
H: -0.06 -6.32 5.48
H: -0.12 -6.71 6.92

Summary:
Net charge: +1
Spin multiplicity: 1
Electronic energy: -28589.217 eV
Lowest unoccupied orbital energy: -3.0 eV


3.
Computed, not measured: C4H11Cl3N2Si2 in the gas phase in a non-equilibrium geometry, with ωB97M-V/def2-TZVPD.

Cartesian coordinates (Å):
C: 1.76 0.48 0.89
C: 1.34 -0.91 -1.03
C: 0.77 1.40 -1.08
C: 0.85 0.23 -0.27
N: -2.77 -0.81 0.78
N: -0.45 -0.10 0.20
Si: -1.29 -1.60 1.06
Si: -1.99 0.68 0.19
Cl: -1.14 -3.27 -0.07
Cl: -2.52 1.47 -1.68
Cl: -2.43 2.13 1.63
H: 1.41 1.34 1.37
H: 1.62 -0.35 1.53
H: 2.85 0.61 0.61
H: 0.51 -1.22 -1.63
H: 1.51 -1.72 -0.43
H: 2.24 -0.75 -1.70
H: -0.03 1.25 -1.72
H: 0.55 2.33 -0.51
H: 1.59 1.65 -1.81
H: -3.73 -0.90 1.22
H: -0.66 -1.95 2.43

Summary:
Spin multiplicity: 1
Electronic energy: -60635.648 eV
Lowest unoccupied orbital energy: 0.5 eV


4.
Computed, not measured: 2 unconnected molecules or ions with the total composition C2H10N2O, with ωB97M-V/def2-TZVPD.

Cartesian coordinates (Å):
N: 0.50 -0.47 1.59
C: -0.88 0.02 1.60
O: -1.11 0.92 0.56
H: 1.11 0.33 1.75
H: 0.66 -1.14 2.33
H: -1.57 -0.83 1.53
H: -1.08 0.56 2.53
H: -0.85 0.49 -0.29
C: 1.14 0.27 -2.13
N: 0.15 -0.62 -1.48
H: 0.65 0.72 -3.00
H: 1.43 1.04 -1.42
H: 2.02 -0.27 -2.48
H: -0.20 -1.31 -2.11
H: 0.58 -1.09 -0.68

Summary:
SMILES: NCO.CN
Spin multiplicity: 1
Electronic energy: -7263.632 eV
Lowest unoccupied orbital energy: 1.1 eV


5.
Computed, not measured: a molecular structure, C31H36F5N7OPPt in a non-equilibrium geometry, with ωB97M-V/def2-TZVPD.

Cartesian coordinates (Å):
Pt: 0.71 -0.11 0.19
N: -0.26 2.28 1.38
C: 1.12 2.37 1.49
C: 1.73 3.61 1.64
C: 3.08 3.68 1.91
C: 3.78 2.48 2.07
C: 3.12 1.29 1.84
N: 1.83 1.21 1.51
C: -1.01 1.25 1.91
C: -2.25 1.51 2.49
C: -2.90 0.51 3.18
C: -2.27 -0.73 3.30
C: -1.10 -0.95 2.60
N: -0.49 0.01 1.90
H: -0.74 3.17 1.28
H: 1.13 4.51 1.57
H: 3.58 4.63 2.04
H: 4.82 2.47 2.35
H: 3.64 0.34 1.95
H: -2.68 2.50 2.39
H: -3.86 0.68 3.64
H: -2.72 -1.53 3.87
H: -0.62 -1.92 2.57
F: 0.39 -3.18 -0.04
C: -0.29 -2.58 -1.05
C: -0.77 -1.20 -0.78
C: -1.23 -0.56 -2.04
F: -1.41 0.78 -1.99
C: -1.55 -1.26 -3.16
F: -2.07 -0.64 -4.24
C: -1.31 -2.64 -3.23
F: -1.67 -3.35 -4.33
C: -0.63 -3.28 -2.17
F: -0.27 -4.57 -2.31
C: 1.42 -0.90 -4.31
C: 2.79 -1.25 -3.72
C: 3.80 -1.34 -4.86
C: 2.65 -2.62 -3.05
P: 3.10 0.00 -2.27
N: 1.83 0.23 -1.45
C: 3.59 1.73 -3.03
C: 3.47 2.76 -1.91
C: 4.94 1.87 -3.75
C: 2.48 2.05 -4.04
C: 4.63 -0.69 -1.29
C: 4.05 -1.65 -0.24
C: 5.74 -1.37 -2.09
C: 5.26 0.49 -0.56
H: 0.94 -1.79 -4.72
H: 1.50 -0.18 -5.12
H: 0.79 -0.49 -3.53
H: 3.42 -2.07 -5.59
H: 4.78 -1.67 -4.53
H: 3.91 -0.39 -5.37
H: 2.08 -3.29 -3.69
H: 2.11 -2.50 -2.11
H: 3.61 -3.08 -2.85
H: 4.38 2.87 -1.33
H: 2.65 2.47 -1.26
H: 3.23 3.75 -2.32
H: 5.78 1.89 -3.06
H: 4.94 2.82 -4.29
H: 5.10 1.07 -4.46
H: 1.51 1.80 -3.61
H: 2.63 1.50 -4.97
H: 2.49 3.11 -4.28
H: 3.90 -2.65 -0.64
H: 3.08 -1.27 0.10
H: 4.73 -1.73 0.61
H: 5.42 -2.31 -2.52
H: 6.58 -1.59 -1.42
H: 6.10 -0.73 -2.89
H: 5.97 0.13 0.19
H: 4.49 1.06 -0.05
H: 5.80 1.13 -1.24
O: -1.90 -1.32 0.14
N: -3.11 -1.05 -0.46
C: -4.16 -1.50 0.19
C: -5.45 -1.18 -0.24
N: -6.56 -0.98 -0.51
C: -4.15 -2.31 1.34
N: -4.14 -2.98 2.27

Summary:
Net charge: -1
Spin multiplicity: 3
Electronic energy: -71328.046 eV
Lowest unoccupied orbital energy (alpha / beta): 1.8 / 1.8 eV


Computed values of energy relative to the best compared isomer or geometry (same formula, charge and spin) (unit: kcal/mol) for the preceding records, in sequence: 5.0; 94.7; 0.0; 6.7; 37.7.